Density functional theory data (wB97M-V/def2-TZVPD) for a molecular structure, C20H27N3O2 at a distorted geometry.

```
52
Properties=species:S:1:pos:R:3:lowdin_charge:R:1
O -0.597 -0.615 -1.356 0.203
C -1.585 -0.592 -0.896 -0.523
N -1.860 0.382 0.066 -0.060
C -3.259 0.422 0.683 -0.078
C -4.179 1.236 -0.245 -0.120
H -4.220 1.041 -1.095 -0.016
C -3.879 2.749 0.211 -0.088
C -2.343 3.157 -0.420 -0.094
C -1.413 2.634 0.674 -0.140
C -0.906 1.108 0.542 -0.221
H -0.230 1.300 -0.201 0.108
H -0.641 0.835 1.379 0.055
H -0.423 3.022 0.651 0.074
H -1.795 2.821 1.791 0.144
H -2.195 4.200 -0.518 0.095
H -2.150 2.657 -1.138 -0.009
H -3.943 3.050 1.119 0.018
H -4.457 3.420 -0.537 0.124
H -5.132 1.412 0.183 0.101
H -3.191 0.888 1.836 0.194
H -3.853 -0.518 0.717 0.095
C -2.922 -1.514 -1.128 -0.054
H -2.517 -1.860 -2.213 0.167
C -2.839 -2.736 -0.108 -0.056
C -1.403 -2.735 0.017 -0.408
N -0.902 -2.467 1.400 0.103
N 0.366 -2.847 1.426 0.083
C 0.725 -3.008 0.255 -0.335
O -0.470 -3.404 -0.390 0.145
C 2.079 -3.488 -0.163 -0.055
H 2.636 -3.874 0.469 0.006
H 1.913 -4.093 -1.252 0.194
C 2.772 -2.083 -0.563 -0.151
H 2.025 -1.619 -1.164 0.084
H 3.568 -2.397 -1.219 0.091
C 3.244 -1.184 0.715 -0.162
C 3.796 -0.035 0.156 -0.306
C 5.061 0.093 0.100 -0.115
C 5.558 1.351 -0.508 -0.001
C 4.685 2.574 -0.300 -0.111
C 3.592 2.266 0.259 -0.232
C 2.862 1.181 0.696 0.109
H 1.899 0.987 0.877 0.042
H 2.853 3.088 0.232 0.115
H 5.096 3.471 -0.746 0.102
H 6.741 1.316 -0.918 0.146
H 5.757 -0.922 -0.224 0.182
H 4.092 -2.136 1.223 0.215
H 2.376 -1.185 1.246 0.047
H -3.575 -2.547 0.610 0.092
H -3.039 -3.663 -0.831 0.171
H -3.778 -1.139 -1.400 0.030
```

The calculation puts the HOMO-LUMO gap at 8.678 eV. The total energy is -1092.29544 Ha. Its highest occupied orbital energy is -8.3 eV.



Density functional theory data (wB97M-V/def2-TZVPD) for a molecular structure, C20H27N3O2SSbScSe4 at a distorted geometry.

```
59
Properties=species:S:1:pos:R:3:lowdin_charge:R:1
Sc -0.568 -0.983 -0.793 0.328
C 2.423 -1.512 -0.845 -0.198
C 1.981 -2.961 -1.039 -0.166
N 0.509 -3.090 -1.139 -0.156
C -0.012 -4.200 -0.310 -0.287
C 0.006 -3.902 1.184 -0.407
S -0.870 -2.355 1.573 0.919
C 0.423 -1.292 2.300 -0.411
C 1.725 -1.211 1.518 -0.224
N 1.537 -0.817 0.107 -0.117
H 3.468 -1.490 -0.514 0.128
H 2.355 -0.967 -1.786 0.082
H 2.467 -3.367 -1.928 0.135
H 2.324 -3.570 -0.200 0.111
H 0.231 -3.327 -2.102 0.004
H -1.033 -4.401 -0.637 0.052
H 0.556 -5.117 -0.501 0.133
H -0.493 -4.715 1.711 0.087
H 1.018 -3.843 1.584 0.072
H -0.058 -0.312 2.344 0.071
H 0.629 -1.617 3.320 0.090
H 2.382 -0.498 2.024 0.122
H 2.237 -2.174 1.538 0.105
H 1.694 0.184 0.011 0.086
Se -4.322 -3.706 -0.395 -0.097
Sb -2.772 -2.482 -2.085 0.139
Se -0.106 0.330 -2.825 0.616
Se -1.797 -4.017 -3.646 -0.108
Se -5.268 -2.417 -2.159 -0.049
C 4.111 1.901 -0.006 -0.075
O 2.764 2.103 -0.388 -0.124
C 1.875 2.493 0.592 -0.235
C 2.190 2.545 1.941 -0.041
C 1.211 2.904 2.863 -0.093
C -0.058 3.235 2.422 -0.078
C -0.359 3.214 1.069 -0.008
C 0.584 2.814 0.129 -0.195
N 0.341 2.801 -1.243 0.039
C -0.704 2.118 -1.964 -0.526
C -2.051 2.006 -1.293 -0.222
C -3.112 2.715 -1.839 -0.035
C -4.397 2.612 -1.322 -0.086
C -4.626 1.777 -0.243 -0.079
C -3.581 1.060 0.322 -0.009
C -2.290 1.165 -0.185 -0.387
O -1.274 0.461 0.358 -0.258
H 4.537 2.806 0.434 0.101
H 4.649 1.650 -0.916 0.098
H 4.209 1.079 0.711 0.085
H 3.188 2.316 2.287 0.102
H 1.456 2.943 3.916 0.101
H -0.819 3.537 3.130 0.106
H -1.343 3.507 0.728 0.124
H 1.196 2.823 -1.776 0.117
H -0.846 2.673 -2.888 0.076
H -2.934 3.352 -2.697 0.116
H -5.211 3.165 -1.770 0.100
H -5.625 1.666 0.159 0.106
H -3.752 0.392 1.158 0.122
```

The calculation puts the HOMO-LUMO gap at 7.022 eV. The total energy is -12098.11770 Ha. Its highest occupied orbital energy is -7.2 eV.



Density functional theory data (wB97M-V/def2-TZVPD) for C20H27N3O3 in the gas phase at a distorted geometry.

```
53
Properties=species:S:1:pos:R:3:lowdin_charge:R:1
C -1.365 1.686 -1.272 -0.096
C -2.592 1.746 -0.372 -0.226
C -2.608 0.623 0.667 -0.149
N -1.538 0.723 1.647 -0.037
C -1.737 1.688 2.706 -0.124
C -2.607 1.138 3.822 -0.276
C -3.133 2.070 4.871 -0.115
C -4.070 1.462 3.873 -0.123
C -0.540 -0.182 1.602 -0.455
O -0.457 -1.013 0.713 0.048
C 0.534 -0.141 2.688 -0.075
C 1.651 0.841 2.294 -0.080
C 2.010 0.630 0.872 -0.354
N 1.784 1.443 -0.105 0.108
N 2.193 0.825 -1.234 0.127
C 2.650 -0.333 -0.888 -0.273
C 3.232 -1.406 -1.752 -0.220
O 4.283 -0.919 -2.559 -0.134
C 3.911 0.026 -3.544 -0.087
C 2.156 -2.142 -2.536 -0.160
C 0.818 -2.098 -2.170 -0.014
C -0.121 -2.801 -2.906 -0.069
C 0.263 -3.546 -4.007 -0.091
C 1.599 -3.600 -4.366 -0.080
C 2.542 -2.906 -3.630 -0.040
O 2.574 -0.517 0.447 0.166
H -1.306 0.722 -1.771 0.072
H -0.452 1.826 -0.699 0.040
H -1.412 2.463 -2.030 0.072
H -2.633 2.718 0.125 0.096
H -3.496 1.648 -0.977 0.108
H -2.484 -0.336 0.159 0.122
H -3.562 0.619 1.203 0.119
H -0.773 2.008 3.105 0.116
H -2.217 2.570 2.275 0.128
H -2.315 0.145 4.145 0.138
H -3.172 1.728 5.893 0.098
H -2.901 3.120 4.773 0.102
H -4.756 0.699 4.208 0.100
H -4.479 2.106 3.109 0.100
H 0.954 -1.148 2.729 0.129
H 0.133 0.111 3.668 0.108
H 1.328 1.877 2.393 0.119
H 2.526 0.675 2.927 0.127
H 3.722 -2.123 -1.077 0.172
H 4.839 0.306 -4.039 0.092
H 3.444 0.905 -3.092 0.071
H 3.220 -0.409 -4.272 0.088
H 0.496 -1.539 -1.305 0.086
H -1.159 -2.764 -2.612 0.104
H -0.474 -4.088 -4.581 0.099
H 1.910 -4.188 -5.218 0.102
H 3.588 -2.951 -3.898 0.121
```

The calculation puts the HOMO-LUMO gap at 9.792 eV. The total energy is -1168.25342 Ha. Its SMILES is CCCN(CC1CC1)C(=O)CCc1nnc([C@H](OC)c2ccccc2)o1. Its highest occupied orbital energy is -9.1 eV.



Density functional theory data (wB97M-V/def2-TZVPD) for C20H27N3O3S in the gas phase at a distorted geometry.

```
54
Properties=species:S:1:pos:R:3:lowdin_charge:R:1
C 2.670 1.514 4.591 -0.094
C 3.326 0.140 4.532 -0.213
C 2.318 -1.011 4.461 -0.190
O 1.601 -1.011 3.244 -0.063
C 0.439 -0.327 3.098 -0.235
C -0.385 0.111 4.129 -0.016
C -1.576 0.758 3.851 -0.080
C -1.963 0.988 2.546 -0.083
C -1.150 0.556 1.511 -0.042
C 0.042 -0.101 1.767 -0.176
C 0.930 -0.599 0.665 -0.456
S 0.750 -2.417 0.476 0.990
C -0.988 -2.448 -0.074 -0.339
C -1.074 -2.420 -1.571 -0.523
O -1.616 -3.283 -2.225 0.079
N -0.508 -1.356 -2.228 0.174
C 0.148 -0.219 -1.800 -0.189
C 0.740 0.120 -0.620 -0.114
C 1.300 1.455 -0.779 -0.439
O 1.960 2.132 -0.017 0.063
N 0.914 1.846 -2.045 0.140
N 0.328 0.789 -2.739 -0.036
C -0.686 1.138 -3.733 -0.332
C -0.088 2.120 -4.737 -0.038
C -1.945 1.681 -3.041 -0.166
C -3.101 2.001 -3.988 -0.254
C -3.609 0.781 -4.749 -0.102
H 3.431 2.285 4.678 0.072
H 2.097 1.708 3.687 0.074
H 2.004 1.591 5.449 0.073
H 3.946 -0.014 5.418 0.109
H 3.970 0.088 3.652 0.112
H 2.856 -1.964 4.462 0.128
H 1.652 -0.993 5.328 0.113
H -0.110 -0.046 5.160 0.104
H -2.201 1.088 4.668 0.104
H -2.887 1.503 2.330 0.100
H -1.436 0.762 0.488 0.111
H 1.971 -0.481 0.985 0.122
H -1.491 -1.596 0.384 0.080
H -1.431 -3.376 0.282 0.090
H -0.598 -1.444 -3.234 0.152
H 1.399 2.556 -2.572 0.156
H -0.932 0.214 -4.264 0.129
H -0.012 3.117 -4.311 0.083
H 0.901 1.785 -5.044 0.087
H -0.716 2.174 -5.621 0.079
H -1.671 2.582 -2.487 0.119
H -2.284 0.935 -2.316 0.112
H -3.918 2.406 -3.388 0.108
H -2.801 2.776 -4.694 0.101
H -2.876 0.428 -5.471 0.066
H -3.836 -0.032 -4.062 0.077
H -4.517 1.031 -5.292 0.072
```

The calculation puts the HOMO-LUMO gap at 8.848 eV. The total energy is -1566.49880 Ha. Its SMILES is CCCOc1ccccc1[C@H]1SCC(=O)Nc2c1c(=O)[nH]n2[C@H](C)CCC. Its highest occupied orbital energy is -8.3 eV.